#w
The following is a DFT calculation (ωB97M-V/def2-TZVPD) of an isolated molecule of C20H24ClN3O4S.

Cartesian coordinates (Å):
C (3.865, 1.504, 1.494)
H (3.504, 1.320, 2.502)
H (4.725, 2.167, 1.546)
H (3.077, 1.993, 0.928)
C (4.263, 0.189, 0.828)
N (3.141, -0.723, 0.763)
S (2.593, -1.025, -0.783)
O (1.605, -2.065, -0.702)
O (3.674, -1.198, -1.715)
C (1.755, 0.513, -1.148)
C (0.726, 0.878, -0.309)
C (-0.027, 2.018, -0.590)
C (0.312, 2.798, -1.696)
C (1.367, 2.425, -2.511)
C (2.091, 1.271, -2.253)
H (2.900, 0.945, -2.885)
H (1.619, 3.038, -3.363)
H (-0.265, 3.681, -1.913)
N (-1.097, 2.301, 0.251)
C (-2.131, 3.163, 0.047)
O (-2.199, 3.972, -0.851)
C (-3.238, 2.987, 1.079)
C (-4.372, 2.131, 0.503)
N (-3.961, 0.831, -0.005)
C (-3.125, -0.047, 0.582)
O (-2.420, 0.214, 1.545)
C (-3.031, -1.372, -0.108)
C (-4.131, -2.148, -0.471)
C (-3.965, -3.380, -1.081)
C (-2.690, -3.851, -1.347)
C (-1.584, -3.101, -0.987)
C (-1.761, -1.880, -0.364)
H (-0.894, -1.307, -0.080)
H (-0.579, -3.443, -1.175)
H (-2.569, -4.809, -1.829)
H (-4.833, -3.964, -1.343)
Cl (-5.752, -1.623, -0.124)
H (-4.511, 0.487, -0.777)
H (-4.823, 2.666, -0.335)
H (-5.134, 1.993, 1.281)
H (-2.852, 2.535, 1.991)
H (-3.654, 3.969, 1.308)
H (-1.239, 1.617, 0.993)
H (0.512, 0.271, 0.557)
C (3.079, -1.825, 1.700)
C (4.077, -2.938, 1.392)
H (5.101, -2.575, 1.450)
H (3.957, -3.754, 2.100)
H (3.898, -3.308, 0.386)
H (3.237, -1.423, 2.705)
H (2.065, -2.222, 1.632)
H (5.091, -0.269, 1.377)
H (4.600, 0.372, -0.196)

Its structure (SMILES) is CCN(CC)S(=O)(=O)c1cccc(NC(=O)CCNC(=O)c2ccccc2Cl)c1. As for the HOMO-LUMO gap: 0.344 Ha.



#x
The following is a DFT calculation (ωB97M-V/def2-TZVPD) of an isolated molecule of C20H24ClN3O4S.

Cartesian coordinates (Å):
C (5.833, 2.317, 3.253)
N (4.954, 1.755, 2.252)
C (3.602, 2.270, 2.362)
C (2.759, 1.753, 1.194)
N (2.763, 0.310, 1.203)
C (1.724, -0.510, 1.406)
O (1.834, -1.720, 1.490)
C (0.328, 0.128, 1.518)
H (0.255, 0.732, 2.432)
O (0.080, 0.930, 0.377)
C (-1.141, 0.907, -0.201)
C (-2.318, 0.501, 0.422)
C (-3.503, 0.458, -0.291)
C (-3.522, 0.845, -1.613)
C (-2.385, 1.319, -2.239)
C (-1.200, 1.351, -1.533)
Cl (0.249, 1.892, -2.280)
H (-2.434, 1.652, -3.264)
S (-4.995, 0.582, -2.600)
O (-6.086, 0.271, -1.728)
O (-5.122, 1.645, -3.548)
N (-4.653, -0.785, -3.481)
H (-3.962, -0.609, -4.192)
C (-4.502, -2.027, -2.757)
C (-3.186, -2.199, -2.034)
C (-3.161, -2.686, -0.734)
C (-1.961, -2.856, -0.066)
C (-0.765, -2.532, -0.685)
C (-0.781, -2.048, -1.982)
C (-1.981, -1.891, -2.653)
H (-1.975, -1.528, -3.672)
H (0.146, -1.796, -2.475)
H (0.171, -2.657, -0.160)
H (-1.957, -3.243, 0.943)
H (-4.091, -2.937, -0.244)
H (-4.644, -2.850, -3.468)
H (-5.328, -2.044, -2.043)
H (-4.421, 0.124, 0.165)
H (-2.311, 0.206, 1.459)
H (-0.378, -0.704, 1.578)
C (4.105, -0.231, 1.130)
C (4.938, 0.304, 2.293)
H (5.963, -0.059, 2.201)
H (4.518, -0.073, 3.244)
H (4.038, -1.319, 1.170)
H (4.559, 0.080, 0.185)
H (1.747, 2.143, 1.250)
H (3.211, 2.091, 0.256)
H (3.640, 3.360, 2.325)
H (3.129, 1.970, 3.317)
H (6.841, 1.938, 3.092)
H (5.847, 3.401, 3.145)
H (5.524, 2.070, 4.280)

Its structure (SMILES) is CN1CCN(C(=O)COc2ccc(S(=O)(=O)NCc3ccccc3)cc2Cl)CC1. As for the HOMO-LUMO gap: 0.344 Ha.



Stability, highest: #w



#w
The following is a DFT calculation (ωB97M-V/def2-TZVPD) of the ion C5H11N2S with charge +1.

Cartesian coordinates (Å):
C (-1.072, -0.491, -1.314)
C (1.120, -0.545, 0.600)
C (1.187, -1.304, -0.755)
C (-1.123, 1.295, 1.107)
C (0.279, 1.730, 0.762)
N (1.237, 0.824, 0.397)
N (-0.084, -1.308, -1.459)
S (-2.475, -0.425, -2.220)
H (0.235, -0.881, 1.154)
H (2.039, -0.854, 1.119)
H (1.952, -0.831, -1.380)
H (1.471, -2.342, -0.564)
H (-1.485, 0.716, 0.227)
H (-1.174, 0.638, 1.972)
H (-1.761, 2.153, 1.279)
H (0.300, 2.537, 0.009)
H (0.717, 2.258, 1.634)
H (-0.097, -2.060, -2.152)
H (-2.234, -1.343, -3.185)

As for the HOMO-LUMO gap (spin up / spin down): 0.207 / 0.336 Ha. As for the charge: +1.



#x
The following is a DFT calculation (ωB97M-V/def2-TZVPD) of the ion C5H11N2S with charge +1.

Cartesian coordinates (Å):
C (1.373, -0.293, -0.076)
C (-0.450, -1.778, 0.346)
C (0.058, 0.559, -0.087)
C (-0.141, 1.312, -1.415)
C (-0.082, 1.149, 1.346)
N (0.986, -1.550, 0.207)
N (-1.018, -0.521, -0.234)
S (2.889, 0.316, -0.349)
H (-0.765, -2.609, -0.256)
H (-0.712, -1.928, 1.366)
H (-0.637, 2.329, -1.263)
H (-0.638, 0.743, -2.162)
H (0.835, 1.492, -1.737)
H (-1.044, 1.618, 1.431)
H (0.784, 1.805, 1.403)
H (-0.010, 0.310, 1.937)
H (1.602, -2.116, 0.818)
H (-1.142, -0.612, -1.359)
H (-1.888, -0.227, 0.083)

Its structure (SMILES) is CC1(C)[NH2+]CNC1=S. As for the HOMO-LUMO gap: 0.330 Ha. As for the charge: +1.



Stability, highest: #x



#w
The following is a DFT calculation (ωB97M-V/def2-TZVPD) of a structure of composition C5H11N2S.

Cartesian coordinates (Å):
C (-1.010, 0.777, 0.171)
C (-0.512, -1.517, -0.637)
C (-1.580, -1.478, 0.450)
C (0.385, -0.346, -0.560)
C (3.110, 0.636, -0.033)
N (-1.897, -0.002, 0.697)
N (-1.039, 2.108, 0.161)
S (1.794, -0.533, 0.628)
H (0.070, -2.488, -0.396)
H (-1.101, -1.681, -1.662)
H (-2.579, -1.954, 0.255)
H (-1.210, -1.818, 1.337)
H (0.601, 0.307, -1.395)
H (2.834, 1.702, 0.069)
H (3.206, 0.267, -1.033)
H (4.068, 0.434, 0.572)
H (-2.617, 0.334, 1.170)
H (-0.585, 2.832, -0.323)
H (-1.938, 2.421, 0.529)

As for the HOMO-LUMO gap: 0.359 Ha. As for the charge: +1.



#x
The following is a DFT calculation (ωB97M-V/def2-TZVPD) of the ion C5H11N2S with charge +1.

Cartesian coordinates (Å):
C (-0.426, -0.631, 1.330)
C (-0.553, -2.004, 0.685)
C (-0.051, -0.579, -1.077)
C (-1.092, 1.314, 0.134)
C (1.215, 0.964, 0.514)
N (0.123, -1.904, -0.558)
N (-0.076, 0.359, 0.187)
S (-0.593, -0.119, 2.827)
H (-0.019, -2.891, 1.179)
H (-1.556, -2.304, 0.536)
H (0.865, -0.379, -1.585)
H (-0.840, -0.333, -1.781)
H (-1.148, 1.758, -1.006)
H (-2.027, 0.862, 0.365)
H (-0.918, 2.219, 0.714)
H (1.358, 1.807, -0.311)
H (1.339, 1.327, 1.561)
H (2.038, 0.120, 0.455)
H (0.962, -2.405, -0.924)

Its structure (SMILES) is C[N+]1(C)CNCC1=S. As for the HOMO-LUMO gap: 0.315 Ha. As for the charge: +1.



Stability, highest: #w



#w
The following is a DFT calculation (ωB97M-V/def2-TZVPD) of a cluster of 2 separate species, C5H14O in total.

Cartesian coordinates (Å):
C (1.977, -1.671, 0.452)
C (2.519, -0.914, -0.755)
C (1.653, 0.310, -1.117)
H (2.530, -2.584, 0.662)
H (0.931, -1.933, 0.274)
H (1.983, -1.001, 1.316)
H (2.581, -1.593, -1.613)
H (3.552, -0.583, -0.627)
H (2.138, 1.233, -0.787)
H (1.493, 0.372, -2.190)
H (0.713, 0.298, -0.563)
C (-2.307, 0.304, 0.190)
O (-3.665, 0.020, -0.137)
C (-2.099, 1.570, 1.000)
H (-1.953, -0.537, 0.800)
H (-1.737, 0.285, -0.740)
H (-4.241, 0.716, 0.203)
H (-2.927, 1.755, 1.685)
H (-1.172, 1.495, 1.571)
H (-1.968, 2.459, 0.376)

Its structure (SMILES) is CCC.CCO. As for the HOMO-LUMO gap: 0.410 Ha.



#x
The following is a DFT calculation (ωB97M-V/def2-TZVPD) of a cluster of 2 separate species, C5H14O in total.

Cartesian coordinates (Å):
C (1.704, 1.209, -0.928)
C (0.530, 1.976, -0.273)
C (1.206, 0.374, -2.123)
H (2.522, 1.885, -1.241)
H (2.275, 0.683, -0.170)
H (0.796, 2.002, 0.779)
H (-0.396, 1.532, -0.647)
H (1.986, -0.128, -2.733)
H (0.635, -0.479, -1.787)
H (0.213, 2.958, -0.639)
H (0.686, 1.122, -2.721)
C (-1.637, -0.915, 1.089)
C (-0.588, -1.938, 1.588)
O (-2.872, -1.057, 1.765)
H (-1.244, 0.081, 1.341)
H (-1.649, -0.891, -0.024)
H (0.287, -1.725, 0.966)
H (-3.045, -1.987, 1.633)
H (-0.948, -2.962, 1.465)
H (-0.461, -1.740, 2.660)

Its structure (SMILES) is CCC.CCO. As for the HOMO-LUMO gap: 0.415 Ha.



#y
The following is a DFT calculation (ωB97M-V/def2-TZVPD) of a cluster of 2 separate species, C5H14O in total.

Cartesian coordinates (Å):
C (-1.333, -0.786, -2.072)
C (-0.339, -1.365, -1.074)
O (-2.660, -1.222, -1.795)
H (-1.256, 0.308, -2.121)
H (-1.190, -1.098, -3.105)
H (-0.596, -2.416, -0.959)
H (-2.825, -1.108, -0.870)
H (-0.327, -0.751, -0.180)
H (0.678, -1.340, -1.473)
C (0.876, 0.989, 1.461)
C (2.068, 0.270, 0.886)
C (1.245, 2.087, 2.485)
H (0.240, 1.457, 0.710)
H (0.217, 0.300, 1.996)
H (2.240, 0.452, -0.185)
H (1.816, 2.916, 2.077)
H (2.029, -0.820, 0.855)
H (3.000, 0.609, 1.341)
H (0.334, 2.591, 2.829)
H (1.685, 1.582, 3.341)

Its structure (SMILES) is CCC.CCO. As for the HOMO-LUMO gap: 0.412 Ha.



Stability, highest: #w